# 1
65
Properties=species:S:1:pos:R:3:forces:R:3:nbo_charge:R:1 method="wB97M-V/def2-TZVPD" energy_ha=-4500.11357 s2=0.756 homo_energy_ev="-13.92 / -13.92" spin_multiplicity=2 orbital_gap_ev="6.23 / 6.32" relative_energy_kcal_mol=0.0 charge=+2
Re -0.457 0.233 -0.391 0.087 -0.721 0.195 1.511
C 0.339 -0.781 4.336 -0.003 -0.036 0.070 -1.133
Si 0.706 -0.460 2.548 0.046 -0.062 0.077 1.685
C 1.053 -2.082 1.681 -0.091 -0.057 -0.055 -1.130
C 2.141 0.739 2.496 0.006 0.129 -0.016 -1.138
C -0.765 0.393 1.602 -0.207 0.349 -0.065 -1.039
C -0.702 1.898 1.526 -0.031 0.098 0.315 0.266
C -0.893 2.931 2.426 0.140 -0.128 -0.086 -0.262
C -0.811 4.227 1.934 0.013 0.100 -0.073 -0.070
C -0.534 4.475 0.588 0.000 -0.013 0.086 -0.244
C -0.334 3.410 -0.260 0.115 -0.086 0.118 0.095
N -0.413 2.163 0.233 -0.465 0.216 -0.087 -0.499
Si -2.568 -0.227 2.142 0.079 -0.045 0.007 1.713
C -2.822 0.070 3.958 -0.015 0.024 0.079 -1.136
C -2.683 -2.040 1.748 0.036 -0.076 0.027 -1.146
C -3.780 0.842 1.229 -0.060 0.104 -0.047 -1.155
H 1.299 -0.952 4.831 0.002 -0.033 0.014 0.268
H -0.270 -1.672 4.489 -0.030 0.007 0.007 0.255
H -0.139 0.057 4.841 0.028 0.025 0.001 0.254
H 2.069 -2.420 1.893 0.024 0.018 0.025 0.270
H 0.946 -2.070 0.592 0.042 0.004 -0.040 0.215
H 0.375 -2.851 2.055 -0.018 -0.004 -0.017 0.266
H 3.059 0.225 2.787 0.003 -0.028 -0.007 0.264
H 1.980 1.530 3.233 -0.001 0.000 0.008 0.259
H 2.313 1.230 1.537 -0.002 -0.017 -0.004 0.217
H -1.121 2.732 3.463 0.020 0.001 0.012 0.255
H -0.976 5.061 2.604 -0.004 0.015 -0.008 0.254
H -0.476 5.484 0.209 -0.006 0.007 -0.006 0.262
H -0.109 3.515 -1.312 -0.029 0.029 -0.004 0.235
H -2.359 -0.682 4.592 -0.004 -0.002 -0.003 0.256
H -3.902 0.016 4.121 -0.009 0.001 0.027 0.270
H -2.504 1.055 4.305 -0.012 0.013 -0.015 0.240
H -2.306 -2.635 2.583 0.022 -0.023 -0.017 0.256
H -2.145 -2.342 0.849 -0.003 0.014 -0.049 0.237
H -3.728 -2.319 1.604 -0.022 0.009 0.022 0.273
H -3.619 1.900 1.451 -0.018 -0.004 -0.006 0.245
H -4.785 0.600 1.583 0.004 -0.018 0.043 0.273
H -3.789 0.715 0.151 0.032 0.005 -0.105 0.256
N 1.526 0.294 -0.809 0.160 0.079 -0.374 -0.542
C 2.646 0.288 -1.091 0.000 0.015 0.029 0.610
C 4.022 0.286 -1.430 -0.244 -0.031 0.027 -0.192
C 4.403 -0.177 -2.695 0.132 -0.013 0.020 -0.148
C 5.747 -0.171 -3.015 -0.073 -0.007 -0.002 -0.194
C 6.680 0.283 -2.089 0.055 0.002 -0.003 -0.118
C 6.290 0.740 -0.835 -0.068 -0.008 0.000 -0.195
C 4.951 0.749 -0.492 0.105 0.035 -0.015 -0.151
H 3.663 -0.527 -3.401 -0.010 -0.005 -0.008 0.236
H 6.070 -0.520 -3.985 0.008 -0.002 -0.008 0.250
H 7.730 0.280 -2.349 0.008 0.003 -0.003 0.247
H 7.030 1.091 -0.130 0.003 -0.001 0.010 0.249
H 4.627 1.103 0.478 -0.004 0.000 -0.003 0.236
Br -1.718 -4.093 -7.058 0.026 -0.077 -0.093 0.164
C -2.033 -2.956 -5.613 -0.027 0.085 0.120 -0.040
C -1.157 -2.968 -4.529 -0.077 0.017 -0.053 -0.260
C -1.393 -2.130 -3.459 0.040 -0.070 0.041 -0.085
C -2.494 -1.272 -3.472 -0.012 -0.019 -0.067 -0.276
C -3.371 -1.273 -4.562 0.022 0.021 0.002 -0.098
C -3.142 -2.115 -5.631 0.029 -0.020 0.004 -0.231
C -2.797 -0.334 -2.408 -0.080 0.281 0.399 0.819
O -3.628 0.491 -2.287 0.240 -0.187 -0.060 -0.458
O -1.864 -0.493 -1.222 0.107 0.066 -0.389 -0.672
H -0.313 -3.642 -4.530 0.013 -0.004 0.011 0.245
H -0.726 -2.168 -2.608 -0.019 0.018 -0.008 0.198
H -4.227 -0.611 -4.562 0.003 0.007 0.005 0.251
H -3.815 -2.124 -6.476 -0.005 -0.001 -0.008 0.255

# 2
70
Properties=species:S:1:pos:R:3:forces:R:3:mulliken_spin:R:1 method="wB97M-V/def2-TZVPD" energy_ha=-2644.17696 s2=15.759 homo_energy_ev="-9.39 / -11.63" spin_multiplicity=8 orbital_gap_ev="6.88 / 9.13" charge=+1
Eu -0.095 -0.182 0.163 -0.290 1.040 1.016 6.923
C -1.858 -3.290 1.214 0.209 0.116 -0.072 0.011
C -2.910 -2.216 1.240 0.072 -0.465 0.243 -0.003
C -4.165 -2.470 1.800 0.095 0.074 -0.087 -0.001
C -5.118 -1.478 1.805 0.103 0.106 -0.078 0.001
C -4.808 -0.255 1.211 0.051 -0.154 0.026 -0.002
C -3.543 -0.069 0.678 -0.078 -0.364 0.207 0.005
N -2.602 -1.034 0.724 0.128 0.581 -0.277 0.016
Sb -3.300 1.760 -0.398 -0.561 0.413 -0.018 0.005
C -2.211 1.105 -2.114 0.353 0.027 -0.504 -0.002
C -2.909 1.131 -3.311 0.008 -0.065 0.092 0.001
C -2.230 0.838 -4.491 -0.079 0.028 0.061 0.001
C -0.879 0.593 -4.444 0.150 0.002 0.065 -0.001
C -0.223 0.610 -3.211 -0.174 -0.058 -0.212 -0.002
C 1.255 0.382 -3.142 0.279 0.045 0.409 0.010
N -0.894 0.835 -2.084 -0.045 0.012 0.239 0.005
C -1.752 2.773 0.698 0.538 0.287 0.159 0.009
C -2.144 3.782 1.569 -0.117 -0.093 0.019 0.000
C -1.189 4.658 2.068 -0.042 0.072 0.061 0.000
C 0.107 4.569 1.612 -0.013 -0.159 -0.134 -0.002
C 0.435 3.549 0.719 0.006 0.123 0.182 0.004
C 1.808 3.485 0.116 0.058 -0.140 -0.191 0.001
N -0.460 2.639 0.341 -0.079 -0.220 -0.311 0.005
H -2.334 -4.265 1.167 0.054 -0.115 -0.017 0.000
H -1.239 -3.258 2.118 -0.136 0.008 -0.056 -0.002
H -1.177 -3.170 0.361 -0.308 -0.015 0.179 0.002
H -4.365 -3.446 2.211 -0.068 -0.107 0.060 0.000
H -6.093 -1.651 2.234 -0.080 -0.007 0.028 0.000
H -5.549 0.528 1.144 -0.033 0.034 0.013 0.000
H -3.962 1.377 -3.334 -0.040 -0.002 0.014 0.000
H -2.759 0.825 -5.433 -0.034 0.011 -0.079 0.000
H -0.309 0.393 -5.340 -0.022 -0.009 -0.058 0.000
H 1.765 1.027 -3.860 0.016 -0.075 -0.063 0.000
H 1.511 -0.661 -3.346 -0.064 0.085 -0.053 0.000
H 1.658 0.629 -2.145 -0.215 -0.061 -0.285 0.002
H -3.184 3.910 1.841 -0.046 -0.049 -0.019 0.000
H -1.470 5.435 2.765 -0.039 0.034 0.025 0.000
H 0.860 5.282 1.914 0.061 0.083 0.045 0.000
H 2.051 4.440 -0.352 -0.001 0.018 0.013 0.000
H 1.852 2.715 -0.657 -0.064 0.095 0.092 0.000
H 2.581 3.292 0.861 0.012 0.023 0.079 0.000
N 0.334 0.376 2.776 -0.260 -0.501 0.309 0.011
C 1.613 1.069 2.979 0.027 0.189 0.145 0.005
C 2.748 0.378 2.245 0.296 -0.099 0.016 0.000
N 2.547 0.296 0.783 0.186 0.092 -0.277 0.004
H -0.421 0.853 3.273 0.268 -0.101 -0.117 0.003
H 0.389 -0.574 3.168 -0.032 0.574 -0.180 -0.004
H 1.889 1.137 4.039 -0.006 -0.045 -0.066 -0.001
H 1.495 2.098 2.630 0.015 -0.095 -0.047 -0.003
H 2.858 -0.642 2.623 -0.103 0.053 -0.029 -0.001
H 3.683 0.893 2.490 -0.078 -0.015 0.015 0.000
H 3.041 -0.522 0.417 -0.145 0.271 0.148 0.001
H 2.972 1.109 0.330 -0.169 -0.349 0.187 0.001
C 1.685 -3.166 3.698 -0.083 0.164 -0.023 0.000
C 1.874 -3.316 2.228 0.186 -0.027 -0.106 0.005
N 1.356 -2.551 1.280 -0.185 -0.268 0.125 -0.006
C 1.785 -3.104 0.090 0.017 0.179 0.058 0.009
C 2.599 -4.166 0.325 0.231 -0.284 0.463 0.001
N 2.638 -4.295 1.691 -0.125 0.149 -0.075 0.000
C 3.385 -5.138 -0.477 -0.021 -0.178 -1.138 -0.001
O 3.367 -5.009 -1.799 0.372 -0.644 1.124 0.000
O 3.990 -6.002 0.105 0.170 -0.125 0.213 0.000
C 1.331 -2.626 -1.239 0.085 -0.123 0.260 -0.006
O 1.941 -3.032 -2.230 -0.349 0.408 -0.680 0.002
O 0.344 -1.836 -1.230 0.171 -0.699 -0.946 -0.007
H 0.916 -2.422 3.893 0.001 0.008 0.020 0.000
H 2.604 -2.851 4.193 0.035 -0.011 0.017 0.000
H 1.354 -4.095 4.158 0.041 -0.100 -0.023 0.000
H 3.155 -5.033 2.156 -0.068 0.102 -0.096 0.000
H 2.790 -4.234 -2.056 -0.039 0.320 -0.110 0.000

# 3
84
Properties=species:S:1:pos:R:3:forces:R:3:lowdin_charge:R:1 method="wB97M-V/def2-TZVPD" energy_ha=-3948.02724 homo_energy_ev=-8.22 orbital_gap_ev=8.41 smiles="FC(F)(F)C(F)(F)C(F)(F)C(F)(F)C(F)(F)C(F)(F)C(F)(F)C(F)(F)CC[PH3]I.O=C1CCCO1.O=C1CCCO1.O=C1CCCO1.O=C1CCCO1" charge=0
F 3.921 2.125 6.181 -0.017 -0.102 -0.038 0.185
C 3.254 1.355 5.315 0.228 0.427 0.241 -0.545
F 4.139 0.587 4.687 -0.182 -0.108 0.022 0.179
F 2.400 0.600 5.994 -0.024 -0.076 -0.096 0.202
C 2.525 2.313 4.319 0.000 -0.368 -0.018 -0.354
F 1.993 3.310 5.029 -0.200 0.207 -0.012 0.179
F 3.465 2.796 3.488 -0.005 0.115 -0.023 0.163
C 1.429 1.612 3.482 0.354 -0.474 -0.299 -0.327
F 2.030 0.486 3.002 -0.201 0.104 0.007 0.140
F 0.421 1.213 4.256 -0.182 0.382 0.157 0.174
C 0.870 2.353 2.207 0.190 -0.078 -0.122 -0.317
F -0.244 1.705 1.841 -0.057 0.033 0.224 0.167
F 1.795 2.143 1.241 -0.098 0.172 0.077 0.148
C 0.596 3.902 2.138 0.053 0.112 -0.238 -0.305
F 0.067 4.076 0.912 0.029 -0.185 0.133 0.156
F 1.811 4.490 2.136 -0.152 0.011 0.147 0.149
C -0.303 4.756 3.144 -0.083 0.110 -0.067 -0.314
F 0.536 5.390 3.983 -0.072 -0.222 0.111 0.149
F -0.889 5.702 2.382 0.149 -0.106 -0.016 0.152
C -1.457 4.180 4.041 -0.327 0.497 0.051 -0.332
F -2.051 5.310 4.523 0.147 -0.149 -0.018 0.124
F -0.955 3.539 5.105 0.180 -0.237 -0.201 0.156
C -2.586 3.333 3.363 -0.042 0.168 0.185 -0.430
F -2.470 3.504 2.007 0.062 -0.247 0.230 0.092
F -2.356 2.025 3.652 0.153 0.196 -0.283 0.108
C -3.980 3.718 3.807 -0.378 -0.691 -0.255 -0.146
C -5.039 2.714 3.311 -0.103 0.354 0.159 -0.387
P -5.514 2.865 1.484 0.442 -0.248 0.876 0.438
I -6.278 3.129 -0.982 0.071 0.304 -0.434 0.224
H -4.019 3.739 4.898 0.192 0.228 -0.082 0.135
H -4.230 4.701 3.401 0.233 0.102 0.240 0.120
H -4.780 1.684 3.567 0.040 0.013 -0.074 0.080
H -5.946 2.950 3.880 -0.024 -0.072 -0.111 0.077
H -4.425 2.135 1.014 -0.055 0.002 -0.125 -0.038
H -6.711 2.174 1.697 -0.025 0.049 -0.150 -0.034
H -5.381 4.259 1.516 -0.139 0.008 -0.106 -0.037
O -8.528 0.839 -1.598 -0.211 -0.164 -0.014 0.027
C -9.706 0.982 -1.480 0.075 -0.191 0.007 -0.497
O -10.248 1.969 -0.719 -0.043 0.032 0.034 0.005
C -11.678 1.841 -0.677 -0.076 -0.008 -0.015 -0.161
C -12.046 1.032 -1.916 0.050 -0.074 -0.044 -0.155
C -10.818 0.139 -2.080 -0.218 0.316 -0.081 -0.075
H -11.950 1.327 0.248 -0.009 -0.021 -0.008 0.124
H -12.113 2.837 -0.667 0.081 0.038 0.022 0.123
H -12.985 0.492 -1.808 0.013 -0.012 0.057 0.113
H -12.136 1.696 -2.777 -0.012 0.014 0.008 0.117
H -10.897 -0.783 -1.502 0.039 -0.034 -0.026 0.130
H -10.592 -0.100 -3.115 0.102 -0.125 0.042 0.124
O 7.834 -1.413 0.195 0.042 0.035 0.165 0.110
C 6.965 -0.711 0.625 0.106 0.108 -0.152 -0.476
O 5.663 -1.078 0.591 -0.045 -0.018 0.027 0.026
C 4.828 -0.008 1.074 -0.069 0.107 0.057 -0.142
C 5.746 0.852 1.935 0.158 0.032 -0.086 -0.152
C 7.092 0.670 1.236 -0.268 -0.089 0.243 -0.063
H 4.436 0.536 0.213 0.019 0.012 -0.006 0.130
H 3.996 -0.438 1.625 0.031 -0.106 -0.038 0.114
H 5.417 1.885 2.008 -0.029 -0.001 -0.053 0.110
H 5.800 0.442 2.942 -0.008 -0.012 0.014 0.105
H 7.241 1.389 0.429 0.058 -0.009 -0.013 0.134
H 7.941 0.706 1.913 0.107 0.027 -0.121 0.127
O 4.241 -5.555 -3.382 -0.043 0.015 -0.130 0.107
C 5.210 -4.976 -2.979 -0.090 -0.078 0.172 -0.485
O 6.447 -5.224 -3.461 0.043 0.019 -0.032 0.024
C 7.429 -4.463 -2.728 0.065 0.088 0.059 -0.146
C 6.662 -3.300 -2.115 -0.115 -0.047 0.009 -0.150
C 5.286 -3.924 -1.890 0.246 0.171 -0.224 -0.070
H 7.867 -5.115 -1.970 -0.020 -0.005 0.014 0.127
H 8.210 -4.152 -3.417 -0.038 -0.072 -0.079 0.124
H 7.124 -2.902 -1.217 0.004 -0.083 -0.052 0.081
H 6.581 -2.489 -2.841 0.018 -0.007 -0.012 0.124
H 5.215 -4.426 -0.923 -0.059 0.005 0.012 0.133
H 4.468 -3.217 -1.990 -0.108 -0.099 0.090 0.124
O 0.915 -5.095 -9.172 -0.056 0.028 0.026 0.116
C 1.438 -5.420 -8.147 0.115 -0.050 -0.138 -0.495
O 1.643 -4.555 -7.128 -0.014 -0.004 0.045 0.023
C 2.381 -5.194 -6.067 0.060 -0.055 0.124 -0.162
C 2.142 -6.685 -6.256 -0.002 -0.075 -0.100 -0.152
C 1.990 -6.785 -7.773 -0.125 0.030 0.352 -0.078
H 3.435 -4.930 -6.169 0.007 -0.012 -0.007 0.122
H 2.021 -4.821 -5.113 -0.028 0.091 -0.045 0.119
H 2.939 -7.295 -5.839 0.047 0.060 0.000 0.115
H 1.207 -6.973 -5.773 0.003 0.009 0.019 0.118
H 2.949 -6.913 -8.276 -0.015 -0.021 -0.051 0.129
H 1.307 -7.567 -8.091 0.057 0.005 -0.162 0.122